[1]
Entry from the Open Molecules 2025 dataset: a 4-piece molecular cluster, C3H14N2O2S overall at a distorted geometry (ωB97M-V with the def2-TZVPD basis set).

Summary:
**Molecular weight**: 142.2 g/mol
**Energy relative to the best compared isomer or geometry (same formula, charge and spin)**: 396.3 kJ/mol
**E_LUMO**: -1.470 eV
**Net charge**: 0
**Orbital gap**: 7.1 eV

Atoms and positions in Å:
C -1.079 -0.950 -0.322
C -2.323 -0.549 0.515
S -3.155 0.775 -0.388
N -0.024 -1.591 0.451
C 1.277 -1.000 0.183
N 1.580 0.314 0.839
H -0.540 -0.108 -0.727
H -1.483 -1.475 -1.230
H -2.961 -1.402 0.504
H -2.146 -0.425 1.612
H -3.505 -0.944 -1.307
H -0.107 -2.573 0.317
H 1.617 -0.911 -0.909
H 2.018 -1.716 0.609
H 1.198 0.296 1.829
H 1.089 1.009 0.412
H -0.501 2.746 0.844
H -1.145 1.634 0.131
O -0.298 1.941 0.409
H 3.663 1.858 -0.511
H 3.717 1.604 -2.007
O 3.108 1.468 -1.254

***

[2]
Entry from the Open Molecules 2025 dataset: C3H14N2O2S as an isolated structure at a distorted geometry (ωB97M-V with the def2-TZVPD basis set).

Summary:
**Molecular weight**: 142.2 g/mol
**Energy relative to the best compared isomer or geometry (same formula, charge and spin)**: 653.7 kJ/mol
**E_LUMO**: -4.332 eV
**Net charge**: 0
**Orbital gap**: 4.5 eV

Atoms and positions in Å:
N -1.264 0.543 0.319
C -0.824 0.364 -1.016
C -1.214 -1.128 -1.495
S -0.534 -2.195 -0.204
C 0.682 0.239 -1.214
N 1.347 1.522 -1.343
H -1.455 -0.300 0.839
H -2.378 -2.412 2.157
H -2.075 -3.133 2.195
H -1.133 1.033 -1.870
H -2.311 -1.352 -1.691
H -0.784 -1.353 -2.495
H 1.010 -0.419 -1.996
H 1.022 -0.186 -0.265
H 2.371 1.314 -1.420
H 1.271 1.967 -0.430
H 0.553 2.405 2.246
H -0.604 1.134 0.822
O 0.909 2.014 1.437
H 2.277 -0.499 2.305
H 1.488 0.748 1.523
O 1.647 -0.308 1.596

***

[3]
Entry from the Open Molecules 2025 dataset: a 4-piece molecular cluster, C3H14N2O2S overall at a distorted geometry (ωB97M-V with the def2-TZVPD basis set).

Summary:
**Molecular weight**: 142.2 g/mol
**Energy relative to the best compared isomer or geometry (same formula, charge and spin)**: 661.5 kJ/mol
**E_LUMO**: -4.319 eV
**Net charge**: 0
**Orbital gap**: 4.3 eV

Atoms and positions in Å:
N 1.798 0.136 0.292
C 0.549 0.350 -0.356
C 0.123 1.848 -0.294
S 0.097 2.266 1.405
C 0.524 -0.292 -1.716
N -0.214 -1.495 -1.595
H 1.811 -0.881 0.648
H -3.422 1.391 0.236
H -0.231 -0.180 0.235
H 0.906 2.459 -0.729
H -0.780 1.928 -0.888
H -2.890 1.328 0.771
H 1.582 -0.510 -1.966
H 0.138 0.342 -2.504
H -0.224 -2.056 -2.472
H 0.179 -2.035 -0.776
H 0.829 -3.145 0.866
H 1.862 0.804 1.086
O 0.706 -2.220 0.702
H -0.857 -0.615 2.799
H -1.082 0.753 2.109
O -1.405 -0.175 2.145

***

[4]
Entry from the Open Molecules 2025 dataset: a 3-piece molecular cluster, C3H14N2O3 overall (ωB97M-V with the def2-TZVPD basis set).

Summary:
**Molecular weight**: 126.2 g/mol
**Energy relative to the best compared isomer or geometry (same formula, charge and spin)**: 38.2 kJ/mol
**E_LUMO**: 0.716 eV
**Net charge**: 0
**Orbital gap**: 9.6 eV

Atoms and positions in Å:
N -0.846 -1.073 -1.180
C 0.521 -1.165 -1.714
N 1.441 -0.351 -0.958
C 1.699 -0.817 0.396
C 0.849 -0.175 1.513
O -0.475 -0.662 1.598
H -1.225 -0.133 -1.238
H -1.479 -1.749 -1.587
H 0.558 -0.942 -2.785
H 0.847 -2.207 -1.658
H 1.078 0.593 -0.965
H 2.730 -0.609 0.713
H 1.615 -1.905 0.385
H 0.820 0.911 1.349
H 1.374 -0.380 2.448
H -0.721 -0.973 0.696
O -0.827 2.062 -1.113
H -1.571 2.284 -0.533
H -0.072 2.452 -0.665
O -2.062 1.698 1.400
H -1.848 0.853 1.829
H -2.408 2.289 2.070

***

[5]
Entry from the Open Molecules 2025 dataset: a 4-piece molecular cluster, C3H14N2O3 overall at a distorted geometry (ωB97M-V with the def2-TZVPD basis set).

Summary:
**Molecular weight**: 126.2 g/mol
**Energy relative to the best compared isomer or geometry (same formula, charge and spin)**: 1017.9 kJ/mol
**E_LUMO**: -5.396 eV
**Net charge**: 0
**Orbital gap**: 3.3 eV

Atoms and positions in Å:
C 0.408 1.468 -0.695
N -2.391 0.314 -0.951
C -2.152 -0.970 -0.354
O -2.662 -1.361 1.072
C 1.343 0.534 -1.462
N 2.643 0.600 -0.806
H 0.398 1.159 0.249
H -0.617 1.286 -0.831
H 0.593 2.540 -0.684
H -1.045 -0.888 -0.050
H -2.350 -1.639 -1.148
H -2.840 -0.435 1.207
H 1.520 0.668 -2.537
H 0.836 -0.448 -1.473
H 3.402 -0.067 -1.069
H 2.608 0.292 0.205
H 0.647 -0.771 1.812
H -3.470 0.333 -1.009
O 0.416 -1.596 1.275
H 1.029 -2.233 1.720
H 0.586 0.736 3.142
O 1.100 0.478 2.386

***

[6]
Entry from the Open Molecules 2025 dataset: C3H14NNiO as an isolated structure at a distorted geometry (ωB97M-V with the def2-TZVPD basis set).

Summary:
**Molecular weight**: 138.8 g/mol
**Energy relative to the best compared isomer or geometry (same formula, charge and spin)**: 66.0 kJ/mol
**E_LUMO (alpha / beta)**: 2.912 / 2.882 eV
**Net charge**: -1
**2S+1**: 3
**Orbital gap (alpha / beta)**: 2.5 / 5.2 eV

Atoms and positions in Å:
C 1.259 2.541 -3.062
Ni -0.119 1.309 -2.416
N -1.190 0.865 -0.749
H 1.317 0.975 -2.029
H -0.607 0.029 -2.701
H 2.128 1.857 -3.304
H 1.504 3.515 -2.581
H 0.598 2.570 -3.886
H -0.727 1.046 0.141
H -1.419 -0.129 -0.674
H -2.080 1.353 -0.677
C 0.167 -2.264 3.108
C -0.077 -1.092 2.187
O -0.658 -1.506 0.953
H -0.772 -2.792 3.308
H 0.586 -1.937 4.061
H 0.864 -2.967 2.646
H -0.743 -0.351 2.644
H 0.856 -0.568 1.946
H -0.888 -2.455 1.086

***

[7]
Entry from the Open Molecules 2025 dataset: a 3-piece molecular cluster, C3H14NO2 overall at a distorted geometry (ωB97M-V with the def2-TZVPD basis set).

Summary:
**Molecular weight**: 96.1 g/mol
**Energy relative to the best compared isomer or geometry (same formula, charge and spin)**: 155.2 kJ/mol
**E_LUMO**: -3.190 eV
**Net charge**: +1
**Orbital gap**: 11.6 eV

Atoms and positions in Å:
C 0.630 -0.052 -1.111
C -0.916 0.312 -1.115
C -1.712 -0.466 -2.209
N 1.325 0.622 0.061
H 0.829 -1.105 -1.037
H 0.982 0.263 -2.108
H -1.056 1.358 -1.415
H -1.395 0.116 -0.121
H -1.073 -1.030 -2.876
H -2.480 -1.135 -1.788
H -2.498 0.192 -2.737
H 1.493 -0.253 0.830
H 2.201 1.139 0.169
H 0.654 1.127 0.624
H -1.483 0.626 3.394
H -1.299 2.041 2.865
O -1.215 1.115 2.620
H 2.275 -2.191 1.394
H 2.535 -1.395 2.771
O 2.202 -1.283 1.791

***

[8]
Entry from the Open Molecules 2025 dataset: a 3-piece molecular cluster, C3H14NO2S2 overall at a distorted geometry (ωB97M-V with the def2-TZVPD basis set).

Summary:
**Molecular weight**: 160.3 g/mol
**Energy relative to the best compared isomer or geometry (same formula, charge and spin)**: 52.6 kJ/mol
**E_LUMO**: -3.079 eV
**Net charge**: +1
**Orbital gap**: 9.2 eV

Atoms and positions in Å:
N -0.870 -0.244 1.823
C 0.314 -0.878 1.120
C 1.481 0.093 1.215
C -0.059 -1.243 -0.338
S -1.827 -1.094 -0.774
S -1.903 -0.372 -2.670
H -0.589 0.029 2.763
H -1.197 0.570 1.271
H -1.614 -0.935 1.887
H 0.599 -1.774 1.645
H 1.952 -0.018 2.193
H 2.258 -0.087 0.483
H 1.184 1.127 1.092
H 0.541 -0.651 -1.026
H 0.173 -2.285 -0.507
H -1.463 -1.365 -3.460
H 1.222 1.006 -3.250
H 1.730 -0.391 -3.464
O 1.393 0.189 -2.766
H -0.940 2.832 0.156
H -1.427 3.065 1.578
O -0.959 2.423 1.029